(1)
15
Properties=species:S:1:pos:R:3:forces:R:3 method="wB97M-V/def2-TZVPD" largest_force_ev_per_a=7.47 e_homo_ha=-0.386 energy_ha=-382.1503
O -0.9751 1.1852 -2.2851 -0.007 -3.842 -4.975
H -0.9771 1.8292 -1.6721 -0.233 4.203 2.569
H -1.0181 1.4832 -3.2491 0.155 -0.138 2.547
O 0.2709 -0.0888 -0.0271 0.435 1.784 0.115
H -0.1221 0.2832 -0.8281 -0.063 -0.508 -0.240
H 0.0269 -0.9868 0.0619 -0.258 -1.814 -0.298
O -1.5651 0.5902 2.0059 -1.993 0.204 0.715
H -0.8281 0.2692 1.4969 0.090 -0.280 -0.805
H -2.4371 0.2692 1.6609 1.680 0.260 0.200
O 0.5949 -3.0888 0.0309 2.474 4.530 -4.100
H 0.0419 -3.7138 0.2559 -5.107 -5.355 1.038
H 1.0329 -3.0138 0.8169 2.584 0.920 3.150
O 2.1309 1.7722 0.9469 -3.472 -2.916 1.503
H 2.4599 2.0952 0.1589 1.227 1.125 -2.537
H 1.3639 1.1152 0.6269 2.487 1.826 1.116

---

(2)
57
Properties=species:S:1:pos:R:3:forces:R:3 method="wB97M-V/def2-TZVPD" largest_force_ev_per_a=0.30 e_homo_ha=-0.557 total_charge=+2 energy_ha=-2109.9920
Sc 0.0192 -0.3316 -0.0904 -0.084 0.290 -0.001
C -0.4524 2.8940 0.1707 0.033 0.003 0.033
C 1.0354 2.6452 0.2873 -0.027 0.017 -0.039
N 1.2849 1.3596 0.9811 0.064 0.012 -0.006
C 1.0431 1.4143 2.4379 0.006 -0.018 0.046
C -0.3530 0.9767 2.7995 -0.020 0.007 0.012
C -0.9365 1.2867 4.0174 0.024 -0.010 -0.032
C -2.1877 0.7656 4.3036 -0.002 -0.009 -0.004
C -2.8199 -0.0493 3.3736 0.022 0.001 -0.020
C -2.1768 -0.3056 2.1781 -0.024 0.026 0.026
C -2.7369 -1.2096 1.1129 0.014 -0.044 0.025
N -2.3183 -0.7510 -0.2307 -0.005 -0.058 -0.014
C -3.1353 0.3806 -0.7235 -0.003 0.033 -0.015
C -2.5446 1.7154 -0.2960 -0.033 -0.009 0.022
N -1.0861 1.7666 -0.5485 -0.033 -0.005 -0.014
N -0.9738 0.2133 1.8985 -0.025 0.013 0.013
H -0.6443 3.8492 -0.3230 0.015 -0.008 -0.002
H -0.9010 2.9549 1.1632 -0.003 -0.001 -0.009
H 1.5207 3.4743 0.8089 -0.011 -0.001 0.000
H 1.4853 2.5761 -0.7071 -0.002 -0.004 0.009
H 2.2646 1.1389 0.8415 0.006 0.030 0.038
H 1.2563 2.4088 2.8393 -0.016 -0.003 -0.005
H 1.7360 0.7214 2.9230 0.008 0.018 -0.010
H -0.4191 1.9172 4.7274 0.007 0.008 0.005
H -2.6689 0.9915 5.2457 -0.002 -0.001 0.004
H -3.7934 -0.4745 3.5746 -0.006 -0.004 -0.005
H -3.8246 -1.2760 1.1890 0.010 0.014 0.003
H -2.3393 -2.2159 1.2695 -0.006 0.005 -0.017
H -2.4241 -1.5402 -0.8624 -0.040 0.015 0.010
H -4.1640 0.3092 -0.3595 0.013 0.006 0.007
H -3.1988 0.3120 -1.8082 0.019 -0.004 0.003
H -2.6914 1.8585 0.7741 0.007 0.005 -0.009
H -3.0696 2.5322 -0.7983 0.007 -0.011 -0.005
H -0.9393 1.9348 -1.5413 -0.014 -0.002 0.007
C 4.4231 -1.5138 -0.0668 -0.001 0.000 -0.007
C 4.7621 -1.6568 -1.4023 -0.005 0.003 0.015
C 3.8010 -1.4099 -2.3669 -0.043 0.004 0.019
C 2.5262 -1.0236 -1.9755 0.003 0.004 0.019
N 2.2024 -0.8583 -0.6834 0.229 -0.086 0.003
C 3.1386 -1.1147 0.2425 -0.014 0.006 -0.022
C 1.4335 -0.7718 -2.9456 -0.001 -0.005 -0.035
C 1.5688 -1.0715 -4.2946 -0.016 0.016 0.047
C 0.5242 -0.8131 -5.1641 0.005 0.007 0.028
C -0.6356 -0.2519 -4.6578 -0.004 -0.003 -0.011
C -0.6967 0.0033 -3.3036 -0.009 0.022 0.026
N 0.2981 -0.2480 -2.4426 0.005 -0.055 -0.094
H 5.1337 -1.7114 0.7224 -0.002 0.001 0.007
H 5.7591 -1.9611 -1.6905 0.000 0.000 -0.002
H 4.0535 -1.5167 -3.4102 -0.005 0.002 -0.003
H 2.8312 -1.0230 1.2768 -0.003 0.002 0.001
H 2.4772 -1.5167 -4.6683 0.005 0.000 -0.009
H 0.6161 -1.0452 -6.2161 0.003 -0.002 -0.007
H -1.4792 -0.0215 -5.2921 -0.007 0.001 0.002
H -1.5954 0.4350 -2.8887 -0.011 -0.003 -0.001
O 0.5801 -1.9166 1.3524 -0.027 -0.024 0.026
N 0.2792 -2.8792 0.6033 0.046 -0.111 0.040
O -0.1556 -2.4761 -0.5062 -0.043 -0.094 -0.096